ORCA calculation (the ωB97M-V functional and the def2-TZVPD basis) on a molecular structure, C29H64BeCl3FInLi2N5O4 in a non-equilibrium geometry.

Structure (XYZ):
```
110
Properties=species:S:1:pos:R:3:mulliken_charge:R:1
C -7.23729 4.27409 1.31375 -0.7519
C -5.90712 5.11520 0.84737 -0.6107
C -4.48057 4.38357 1.23285 0.0475
C -3.19804 5.22131 0.57171 -0.6625
C -1.92490 4.99658 1.58231 -0.6477
C -1.28078 3.45654 1.49445 0.3206
C -0.76030 3.10245 3.00877 -1.0276
C -1.92741 2.19329 3.78862 -0.0229
C -1.11052 1.17813 4.78189 -0.5567
C -0.92911 -0.35161 4.22371 0.7813
C -0.85853 -0.49752 2.59309 0.2119
C -2.21508 -1.28407 2.07388 0.2116
C -2.46073 -1.04452 0.46518 -0.2567
C -2.81769 -2.42533 -0.37451 -0.2596
In -1.50361 -2.64021 -2.26178 0.8241
C -2.63284 -3.82231 -3.88012 -0.6198
N -4.00618 -3.15519 -4.10423 -0.5093
C -1.03382 -0.49994 -2.96427 -0.6870
C -2.50429 0.16904 -3.32145 0.0697
F -2.37351 1.35119 -4.25271 -0.3665
N 0.31689 -3.73920 -1.85912 -0.6391
C 1.48697 -2.78140 -1.62827 -0.2318
C 1.16077 -1.81020 -0.31827 0.2083
H -7.30962 3.28577 0.67221 0.2589
H -7.24409 4.01581 2.46182 0.0492
H -8.22143 4.90645 1.07577 0.3172
H -5.91232 5.27374 -0.31999 0.2876
H -5.92904 6.18165 1.34842 0.3093
H -4.54193 3.28689 0.82317 0.0101
H -4.35885 4.35797 2.39740 0.0600
H -2.98965 4.88649 -0.53592 0.2962
H -3.41626 6.38074 0.54994 0.3032
H -1.06382 5.77871 1.38361 0.0630
H -2.24767 5.14151 2.72131 0.3172
H -2.07049 2.65787 1.16326 -0.1365
H -0.39314 3.39125 0.71551 0.3271
H -0.45786 4.04415 3.64585 0.3991
H 0.21137 2.43541 2.91452 0.3046
H -2.64839 1.65006 3.01940 0.0699
H -2.61305 2.98373 4.36110 0.3717
H -1.73606 1.12149 5.79176 0.0817
H -0.06149 1.67088 5.06570 0.4034
H 0.12299 -0.73359 4.63853 -1.0783
H -1.73165 -1.05773 4.72856 0.4493
H 0.04646 -1.23993 2.36081 -0.6510
H -0.61807 0.48864 2.01110 -0.2411
H -1.97524 -2.44669 2.19580 -0.2691
H -3.16977 -1.05113 2.74271 0.3371
H -1.47916 -0.60103 -0.03705 -0.1890
H -3.36288 -0.29430 0.36928 0.2571
H -3.94291 -2.35372 -0.72650 0.0256
H -2.71998 -3.40769 0.25380 0.4245
H -2.82410 -4.94115 -3.57555 0.2742
H -2.06321 -3.72985 -4.92039 0.2189
H -4.42013 -2.92641 -3.16753 0.1501
H -4.60332 -3.90745 -4.52062 0.2971
H -0.39817 -0.49512 -3.95922 0.3317
H -0.54104 0.12624 -2.10267 0.0713
H -3.04994 0.48821 -2.31516 0.0736
H -3.12214 -0.65579 -3.92120 0.1622
H 0.55942 -4.20229 -2.78479 0.2068
H 1.64331 -2.15579 -2.60961 0.1315
H 2.45249 -3.43761 -1.48762 0.2171
H 0.21992 -2.16966 0.28441 -0.3675
H 2.14315 -1.79794 0.34838 0.0864
H 1.02498 -0.72339 -0.76386 0.2354
C -8.16070 2.20303 5.18077 -0.9402
C -6.68037 2.18686 5.50081 -0.1870
O -6.11282 3.46116 5.23562 -0.4878
H -8.32450 2.46532 4.13047 0.1986
H -8.61255 1.22635 5.37556 0.3431
H -8.67878 2.95740 5.78186 0.3118
H -6.16304 1.44724 4.88248 0.2095
H -6.50888 1.93795 6.55260 0.3081
H -6.57333 4.10942 5.79571 0.2636
Be -0.28580 6.14533 -0.24279 -0.0446
C 4.51660 -0.53345 -1.43796 -0.2177
Cl 5.20331 -2.11734 -1.81879 -0.1751
Cl 4.01756 -0.44707 0.25565 -0.1565
H 5.26956 0.23548 -1.62671 0.3492
H 3.64546 -0.36098 -2.07482 0.2058
C -6.23451 -3.76684 -1.16263 -0.6180
O -5.82409 -2.60944 -0.66639 -0.4749
H -5.46676 -4.53592 -1.35306 0.2668
H -6.95880 -4.34519 -0.56406 0.3133
H -6.74795 -3.74473 -2.13895 0.3021
Cl -1.16733 -4.24603 2.38615 -0.6516
C 8.69813 -2.30007 -5.21292 0.6613
O 9.36186 -2.34851 -6.23645 -0.6649
N 9.16862 -2.70920 -4.02093 -0.3251
N 7.43683 -1.83317 -5.18546 -0.3277
H 8.63721 -2.67720 -3.16726 0.1333
H 10.11422 -3.06785 -3.99756 0.1906
H 7.04433 -1.51500 -6.06186 0.1934
H 6.87451 -1.78550 -4.35260 0.1305
Li 1.03824 -1.17111 5.84392 0.8214
Li 0.34303 -2.56230 3.10204 0.8006
O -1.78192 -0.55494 7.79404 -0.9564
H -2.53304 0.00968 7.77822 0.1413
N 12.86626 -2.19716 -3.44655 -0.5436
C 13.68795 -3.16960 -3.89880 -0.1020
C 14.71140 -2.95283 -4.80749 -0.4081
C 14.90375 -1.66126 -5.28639 -0.1521
C 14.07241 -0.63878 -4.84083 -0.3826
C 13.07848 -0.95314 -3.92803 -0.1473
H 13.49571 -4.16070 -3.49827 0.3536
H 15.34286 -3.77122 -5.13422 0.3464
H 15.69500 -1.45301 -6.00067 0.3556
H 14.19604 0.37823 -5.19532 0.3449
H 12.40632 -0.18917 -3.54742 0.3468
```

Output
LUMO: -4.733 eV
energy: -92999.5239 eV

ORCA calculation (the ωB97M-V functional and the def2-TZVPD basis) on a molecular structure, C34H27CuF6N2O5P2S4Te in a non-equilibrium geometry.

Structure (XYZ):
```
82
Properties=species:S:1:pos:R:3:mulliken_charge:R:1
Cu -1.38181 -1.75694 -0.11839 0.2377
Te -1.78109 2.59155 -0.14256 0.1504
C -0.11578 3.99179 -0.18077 0.0995
C 0.40824 4.45958 -1.38020 -0.0853
C 1.40423 5.41966 -1.35300 -0.4531
N 1.90878 5.92920 -0.23835 -0.6813
C 1.44322 5.44782 0.90399 -0.4045
C 0.44387 4.49367 0.98949 -0.1146
C -0.39149 0.95188 -0.25450 -1.6139
P -0.74263 -0.18217 -1.62373 1.7441
C -1.46785 0.80954 -2.97496 0.0603
C -0.71412 1.56502 -3.86943 -0.4115
C -1.34019 2.25836 -4.88930 -0.6636
C -2.71782 2.21341 -5.02237 -0.4644
C -3.47348 1.45711 -4.13706 -0.6150
C -2.85152 0.75309 -3.12539 -0.2401
C 0.92638 -0.42578 -2.31123 -0.3119
C 1.14004 -1.54536 -3.10698 -0.6858
C 2.40879 -1.82809 -3.57921 -0.6203
C 3.46935 -0.99620 -3.25388 -0.6888
C 3.25654 0.12221 -2.46327 -0.6240
C 1.98973 0.40842 -1.99245 0.6788
P -0.46589 -0.14928 1.17922 2.0093
C 1.31164 -0.24820 1.70490 0.2894
C 2.09665 1.01950 1.71075 -0.6640
C 3.32542 0.93350 2.20239 -0.9994
C 3.75302 -0.43056 2.64308 -0.6133
C 2.68747 -1.04928 3.48469 -1.3600
C 1.45400 -0.97455 3.00096 -0.6669
C -1.15899 0.76242 2.59511 0.7957
C -0.41688 1.42786 3.56655 -0.4044
C -1.05896 2.06037 4.61657 -0.6991
C -2.43911 2.03134 4.71608 -0.5938
C -3.18543 1.35254 3.76475 -0.7130
C -2.55125 0.72520 2.71196 -0.3912
H 0.03460 4.08255 -2.32215 0.3830
H 1.81468 5.82335 -2.27203 0.3556
H 1.88950 5.86875 1.79865 0.3552
H 0.09858 4.14674 1.95345 0.3415
H 0.36002 1.60634 -3.75492 0.4787
H -0.74863 2.83506 -5.58988 0.4068
H -3.20887 2.77004 -5.80982 0.3455
H -4.54845 1.41489 -4.24048 0.4096
H -3.42433 0.14709 -2.43214 0.3761
H 0.30540 -2.20373 -3.32604 0.3916
H 2.57625 -2.71633 -4.17910 0.3548
H 4.46885 -1.22919 -3.59974 0.3299
H 4.08389 0.74567 -2.16477 0.4449
H 1.82293 1.25911 -1.34581 0.2019
H 1.66232 1.90906 1.27970 0.2878
H 4.02118 1.75609 2.24444 0.4155
H 4.72459 -0.42812 3.14142 0.6623
H 2.95284 -1.55923 4.39880 0.3783
H 0.58121 -1.44173 3.43719 0.5709
H 0.66034 1.45995 3.49971 0.2212
H -0.47809 2.58676 5.36207 0.4384
H -2.93343 2.53912 5.53449 0.3500
H -4.26398 1.32032 3.84712 0.4239
H -3.12242 0.18885 1.96245 0.3118
F -3.06297 -2.32012 2.50009 -0.1908
C -2.43117 -3.48730 2.58830 0.5535
F -1.25555 -3.28854 3.17277 -0.2082
F -3.15902 -4.25149 3.41580 -0.2694
S -2.30724 -4.38765 0.93083 1.1673
O -1.40513 -3.67433 0.06993 -0.8111
O -1.90755 -5.70080 1.31176 -0.6874
N -3.80888 -4.37615 0.46181 -0.6016
S -4.28335 -3.22381 -0.49582 1.0452
O -5.70906 -3.17103 -0.55810 -0.6922
O -3.59590 -1.97028 -0.34595 -0.7011
C -3.83954 -3.90597 -2.20745 0.6819
F -4.34504 -3.14522 -3.18521 -0.2435
F -4.40190 -5.11665 -2.33661 -0.2678
F -2.53916 -4.04438 -2.43444 -0.1984
C 4.47236 -3.47293 0.70409 -0.6909
O 4.18189 -2.59878 1.76113 -0.3321
C 3.93185 -1.28836 1.34224 0.7096
S 5.15862 -0.58973 0.31811 -0.5136
S 2.17679 -1.37067 0.48633 -0.1088
H 4.67972 -4.44826 1.14451 0.2711
H 5.33445 -3.10668 0.13277 0.3072
H 3.61378 -3.54089 0.02704 0.2641
```

Output
LUMO: 3.774 eV
charge: -2
energy: -179069.2647 eV

ORCA calculation (the ωB97M-V functional and the def2-TZVPD basis) on 10 unconnected molecules or ions with the total composition C28H50Br12N2O2 in a non-equilibrium geometry.

Structure (XYZ):
```
94
Properties=species:S:1:pos:R:3:mulliken_spin:R:1
C -1.47407 5.03325 2.60126 0.0028
C -2.94306 4.77400 2.81484 -0.0001
C -3.07890 3.23920 2.60548 -0.0006
O -1.85635 2.77100 2.03480 0.0047
C -1.04051 3.86591 1.69949 -0.0278
H -0.92525 4.94781 3.53912 -0.0002
H -1.26789 6.03389 2.22137 0.0012
H -3.42458 5.35112 2.02543 0.0009
H -3.40461 5.09568 3.74844 -0.0003
H -3.89180 3.12611 1.88819 0.0004
H -3.21942 2.83467 3.60783 0.0000
H -1.22868 4.23061 0.68969 0.0253
H 0.01859 3.64344 1.82947 0.0012
C 3.97667 -2.13706 -2.71899 0.0031
C 3.74050 -0.80625 -2.03734 -0.0107
C 4.40791 -1.09484 -0.66109 -0.0014
O 3.98160 -2.45147 -0.36983 -0.0016
C 3.69963 -3.15869 -1.58991 0.0016
H 4.96398 -2.28554 -3.15632 -0.0009
H 3.27758 -2.22927 -3.55018 0.0102
H 2.72168 -0.43825 -1.91620 -0.0025
H 4.24475 0.05316 -2.47921 0.0068
H 4.00140 -0.30554 -0.02875 0.0007
H 5.49764 -1.11209 -0.67819 -0.0009
H 2.67892 -3.53145 -1.67532 0.0016
H 4.41636 -3.95749 -1.78048 0.0002
Br -6.79341 3.41500 -1.51920 -0.0017
C -5.91079 1.88767 -2.44278 0.0005
C -5.07812 0.97368 -1.36393 0.0012
Br -4.11730 -0.53067 -2.28389 0.0116
H -5.26578 2.25391 -3.24148 0.0015
H -6.66599 1.24817 -2.89975 -0.0002
H -5.73065 0.49414 -0.63431 0.0000
H -4.36673 1.57441 -0.79723 -0.0008
Br 2.97964 2.75010 0.98873 0.0212
C 1.86808 2.62669 -0.59308 -0.0318
C 2.60195 3.47558 -1.59059 0.0114
Br 4.36026 2.71350 -2.01379 0.0294
H 0.82601 2.87191 -0.38801 0.0256
H 1.86734 1.55892 -0.81206 -0.0043
H 2.78568 4.50394 -1.27945 -0.0137
H 2.04066 3.47558 -2.52496 0.0815
Br -1.31030 -2.90356 -5.44497 0.1312
C -1.20057 -0.95249 -5.01890 0.0372
C 0.15631 -0.57529 -4.46293 0.2961
Br 0.32773 1.33158 -3.90976 0.3116
H -2.05378 -0.74492 -4.37312 0.0033
H -1.31474 -0.41709 -5.96147 0.0033
H 0.95230 -0.81262 -5.16874 -0.0005
H 0.42269 -1.10385 -3.54763 -0.0254
Br 3.32439 -0.78125 3.48150 0.0002
C 3.45692 -1.78534 5.23216 -0.0002
C 2.05312 -2.04193 5.79353 0.0000
Br 2.29279 -3.08899 7.43175 0.0000
H 4.06065 -1.11015 5.83856 0.0000
H 3.97010 -2.73379 5.07347 0.0000
H 1.38705 -2.73714 5.28255 0.0000
H 1.53896 -1.13492 6.11146 0.0000
Br -5.40865 -2.45256 0.53103 -0.0001
C -3.47192 -2.92938 0.33805 -0.0020
C -3.14851 -4.29100 0.89323 0.0005
Br -1.21609 -4.60993 0.51850 0.0006
H -2.94461 -2.20332 0.95684 0.0000
H -3.11520 -2.72310 -0.67105 0.0022
H -3.71662 -5.09310 0.42206 0.0001
H -3.34283 -4.42682 1.95713 0.0000
Br -3.26774 4.26794 -1.29379 0.0595
C -2.09443 3.30112 -2.56012 -0.1004
C -1.96256 4.22000 -3.74926 -0.0763
Br -3.71774 4.52223 -4.67786 0.0345
H -2.63178 2.40653 -2.87485 0.0044
H -1.13277 3.09257 -2.09127 0.1130
H -1.15531 3.86519 -4.39001 0.0807
H -1.63154 5.24794 -3.60132 -0.0246
N -0.23992 0.34959 0.80754 -0.0026
C -1.13920 0.34610 -0.21634 0.0044
C -0.84032 -0.70264 -1.03117 -0.0066
C 0.22876 -1.41668 -0.43022 -0.0015
C 0.62116 -0.66213 0.68607 0.0011
H -0.23806 0.96130 1.61122 0.0007
H -1.84563 1.16294 -0.20441 0.0059
H -1.44697 -1.04350 -1.85712 -0.0009
H 0.62986 -2.34010 -0.82116 0.0056
H 1.38921 -0.76655 1.43814 -0.0008
N 3.23417 -3.75449 1.96170 -0.0002
C 4.17978 -4.31160 2.79360 -0.0001
C 3.36368 -5.00391 3.76955 0.0000
C 1.98142 -4.76406 3.53891 0.0001
C 1.96674 -3.93207 2.43958 0.0002
H 3.53474 -3.24137 1.14532 0.0002
H 5.21279 -4.14621 2.52540 0.0001
H 3.71210 -5.60591 4.59576 0.0000
H 1.10569 -5.00205 4.12445 -0.0001
H 1.21169 -3.51365 1.79056 0.0002
```

Output
LUMO (spin up / spin down): 1.932 / 1.928 eV
charge: -1
spin multiplicity: 2
energy: -877430.6768 eV

ORCA calculation (the ωB97M-V functional and the def2-TZVPD basis) on 2 unconnected molecules or ions with the total composition C5H15N3 in a non-equilibrium geometry.

Structure (XYZ):
```
23
Properties=species:S:1:pos:R:3:nbo_charge:R:1
C -0.45505 1.30695 0.61681 0.3208
C 0.04890 -1.87791 -1.03655 -0.1854
C -0.64232 1.13428 2.09506 -0.4570
C -0.00132 -0.14635 1.64530 -0.4463
C 1.69766 -1.47380 -0.71085 -0.6566
N 0.58490 2.15247 0.19926 -0.8673
N -1.60347 1.43202 -0.20368 -0.8661
N -0.54646 -1.08380 -2.07148 -0.8525
H 0.66435 2.42859 -0.77598 0.3743
H 0.77702 3.03535 0.65753 0.3668
H -1.85202 0.62359 -0.75856 0.3845
H -2.46422 1.72152 0.24556 0.3681
H -0.25921 -1.39821 -2.99144 0.3619
H -0.29156 -0.10376 -1.96634 0.3585
H -0.51334 -1.87500 -0.10674 0.1792
H 0.11102 -2.92817 -1.31999 0.1839
H -1.68987 1.04744 2.37884 0.2004
H -0.03541 1.77290 2.72887 0.2108
H 0.86566 -0.40546 2.24274 0.2203
H -0.69245 -0.96275 1.47419 0.1908
H 2.19352 -2.28609 -0.18249 0.2005
H 2.02129 -1.61421 -1.75298 0.1861
H 2.08238 -0.49960 -0.40707 0.2244
```

Output
LUMO: 1.091 eV
energy: -9895.3468 eV
SMILES: NC1(N)CC1.CCN

ORCA calculation (the ωB97M-V functional and the def2-TZVPD basis) on a molecular structure, C6H5NO in a non-equilibrium geometry.

Structure (XYZ):
```
13
Properties=species:S:1:pos:R:3:nbo_charge:R:1
C 1.00897 -1.12369 -1.36071 0.2784
C -2.16892 0.14530 -0.00178 0.5025
C 0.46173 -0.48835 1.24644 -0.3699
C 0.85916 1.17665 -0.23363 -0.3768
C 0.78967 -0.28483 -0.22827 -0.2126
C -0.33285 0.47998 0.36871 -0.0933
N 1.26264 -1.90728 -2.16792 -0.3037
O -2.89669 0.95190 -0.51257 -0.4608
H -2.34175 -0.86667 0.37399 0.1475
H -0.14280 -1.44627 1.35693 0.2180
H 1.21190 -0.16756 1.92102 0.2230
H 1.51174 1.81735 0.47997 0.2102
H 0.77720 1.71348 -1.24218 0.2375
```

Output
LUMO: 0.226 eV
energy: -9835.9410 eV

ORCA calculation (the ωB97M-V functional and the def2-TZVPD basis) on a molecular structure, C4H7NO3 in a non-equilibrium geometry.

Structure (XYZ):
```
15
Properties=species:S:1:pos:R:3:nbo_charge:R:1
C -2.77080 1.03618 0.07434 -0.6941
C -1.91331 -0.28453 -0.11334 0.8003
C 0.31043 -1.01984 0.10528 0.1678
C 3.53805 0.36387 -0.08777 -0.1134
H -3.68771 0.67340 0.23532 0.2237
H -2.73301 1.48069 -0.93238 0.2475
H -2.52204 1.69032 0.97958 0.2539
H 0.87797 -1.59274 -0.78999 0.2167
H -0.38674 -1.60185 1.11865 0.2287
H 4.68519 0.09911 -0.39568 0.1978
H 3.20190 1.38426 -0.01411 0.2040
N 2.72713 -0.65353 -0.11380 -0.1259
O -2.19497 -1.50318 0.01305 -0.5790
O -0.54330 -0.06585 -0.55346 -0.5564
O 1.41122 -0.00630 0.47430 -0.4716
```

Output
LUMO: 0.852 eV
energy: -11888.5730 eV